1.
Molecular formula: C9H6BCl28N2O3
Method: DFT, ωB97M-V/def2-TZVPD

Geometry as XYZ:
```
49
Properties=species:S:1:pos:R:3:forces:R:3
N 0.571 1.978 1.836 -0.144 0.812 -0.338
B -0.378 2.210 0.721 -0.001 0.272 -0.356
O 0.109 2.916 -0.423 0.095 -1.352 0.472
C -1.899 1.706 0.677 -0.124 -0.065 0.017
N -2.802 2.367 1.661 -0.207 0.179 -0.302
C -1.845 0.149 1.031 -0.072 -0.527 -1.277
O -1.681 -0.177 2.213 0.128 0.292 0.147
O -1.938 -0.630 0.030 0.011 0.834 0.407
H 0.798 0.985 1.915 -0.283 0.321 0.205
H 0.179 2.305 2.721 -0.026 -0.675 -0.190
H 0.118 2.294 -1.173 -0.418 0.558 0.064
H -2.316 1.860 -0.351 0.474 -0.449 0.558
H -2.804 3.384 1.556 0.146 -0.282 -0.116
H -3.749 2.081 1.393 0.287 0.089 0.368
C -2.429 -2.379 -3.129 0.085 0.160 0.322
Cl -0.695 -2.173 -2.854 -0.272 0.097 -0.472
Cl -3.158 -0.808 -3.497 0.038 -0.135 -0.030
Cl -2.685 -3.485 -4.498 -0.006 0.031 -0.013
Cl -3.182 -3.053 -1.679 0.067 0.042 -0.205
C 3.444 3.109 -1.889 -0.057 0.106 0.285
Cl 5.189 3.279 -2.164 -0.232 0.077 -0.464
Cl 3.084 3.357 -0.179 0.208 -0.081 -0.205
Cl 2.575 4.315 -2.856 0.058 -0.102 0.031
Cl 2.927 1.483 -2.371 0.023 0.109 -0.004
C 1.454 -2.741 0.645 -0.493 -0.062 0.041
Cl -0.171 -3.096 0.068 0.473 -0.092 0.541
Cl 2.386 -4.249 0.778 0.131 0.127 -0.128
Cl 2.264 -1.647 -0.497 0.012 -0.021 0.064
Cl 1.359 -1.967 2.235 0.055 -0.055 -0.160
C -4.306 1.883 -6.649 0.044 -0.068 0.083
Cl -2.570 2.100 -6.920 -0.154 -0.019 0.020
Cl -4.665 2.093 -4.930 0.025 0.004 -0.154
Cl -5.207 3.084 -7.593 0.054 -0.071 0.050
Cl -4.784 0.254 -7.157 0.042 0.139 0.041
C -4.471 0.791 4.578 0.415 -0.157 -0.295
Cl -2.847 1.443 4.803 -0.281 -0.130 0.122
Cl -5.037 0.091 6.112 -0.085 0.034 0.013
Cl -5.573 2.097 4.089 -0.009 -0.026 0.052
Cl -4.452 -0.464 3.334 -0.116 0.253 0.273
C 1.880 -7.535 2.893 -0.091 0.154 -0.015
Cl 3.379 -8.033 2.086 -0.090 0.025 0.048
Cl 2.140 -5.993 3.719 -0.036 -0.235 0.029
Cl 0.595 -7.352 1.690 0.125 -0.039 0.127
Cl 1.409 -8.770 4.076 0.049 0.049 -0.075
C 7.954 2.187 0.791 -0.235 -0.018 0.064
Cl 6.212 2.463 0.690 0.403 -0.136 0.403
Cl 8.271 0.719 1.732 0.020 0.108 -0.082
Cl 8.618 1.995 -0.843 -0.021 0.018 0.093
Cl 8.729 3.573 1.582 -0.017 -0.093 -0.061
```
Forces are in eV/Å.

LUMO energy (Ha): 0.0624
Total charge: -1
HOMO level (eV): -4.96

These are the Mulliken partial charges, in e, on atoms 1 to 5: number 1, N, carries -0.572; number 2, B, carries 0.307; number 3, O, carries -0.490; number 4, C, carries 0.414; number 5, N, carries -0.436


2.
Molecular formula: C9H6Cl2NNaO8P2
Method: DFT, ωB97M-V/def2-TZVPD

Geometry as XYZ:
```
29
Properties=species:S:1:pos:R:3:forces:R:3
Na 0.254 -0.476 0.270 1.011 0.675 -1.068
Cl 4.301 1.160 -2.245 0.442 -0.283 0.011
C 2.786 1.997 -2.221 0.010 -0.149 0.099
C 2.709 3.189 -2.912 -0.523 0.204 0.055
C 1.526 3.892 -2.925 0.527 0.106 -0.246
Cl 1.473 5.391 -3.823 -0.070 0.331 -0.172
C 0.392 3.431 -2.244 -0.017 -0.354 0.227
C -0.852 4.096 -2.208 -0.057 -0.001 0.015
C -1.892 3.546 -1.507 0.134 0.066 -0.080
C -1.680 2.328 -0.835 -0.227 0.020 0.053
N -0.536 1.700 -0.854 -0.406 -0.462 0.427
C 0.494 2.198 -1.529 0.163 0.685 -0.470
C 1.721 1.410 -1.490 0.543 -0.006 -0.204
O 1.817 0.329 -0.876 0.484 0.250 -0.343
H 3.581 3.554 -3.436 -0.016 0.066 -0.045
H -0.955 5.034 -2.741 -0.060 -0.043 0.041
H -2.858 4.036 -1.467 0.016 -0.041 0.023
H -2.466 1.849 -0.268 -0.149 -0.005 0.059
O -2.148 -0.935 3.396 0.569 -0.117 0.193
P -0.638 -1.254 2.927 0.006 -0.280 1.155
O 0.128 -1.857 4.037 0.107 -0.128 0.168
O -0.090 -0.090 2.168 -0.270 0.215 1.189
O -0.930 -2.479 1.815 -0.124 0.870 -0.017
P -1.887 -2.142 0.547 -0.794 -1.369 -0.397
O -2.431 -3.671 0.271 0.333 0.399 -0.306
O -3.076 -1.336 0.980 0.128 0.137 0.122
O -1.078 -1.721 -0.618 -0.585 -0.684 -0.594
H -2.622 -0.938 2.536 -0.817 0.221 -0.155
H -2.985 -3.836 1.032 -0.357 -0.321 0.261
```
Forces are in eV/Å.

Energy relative to the best compared isomer or geometry (same formula, charge and spin) (kcal per mole): 5.84
LUMO energy (Ha): 0.1534
Total charge: -2
HOMO level (eV): -1.88

These are the Mulliken partial charges, in e, on atoms 1 to 5: number 1, Na, carries 1.071; number 2, Cl, carries -0.284; number 3, C, carries 0.477; number 4, C, carries -0.849; number 5, C, carries 0.799


3.
Molecular formula: C9H6F3N3O7S2Tc
Method: DFT, ωB97M-V/def2-TZVPD

Geometry as XYZ:
```
31
Properties=species:S:1:pos:R:3:forces:R:3
Tc -0.451 0.335 -0.949 0.493 -0.043 -0.307
O 2.719 -3.672 3.155 -0.015 0.112 -0.183
C 2.811 -2.763 2.177 0.135 0.002 0.453
O 3.834 -2.515 1.628 -0.013 -0.013 -0.147
C 1.575 -1.967 1.848 0.043 -0.172 0.011
C 0.438 -1.729 2.613 -0.064 0.058 0.133
N -0.360 -0.893 1.943 0.227 0.070 -0.090
N 0.209 -0.552 0.771 -0.278 -0.111 0.158
C 1.381 -1.216 0.697 -0.195 0.190 -0.243
C 2.076 -1.026 -0.622 0.199 0.064 0.033
O 3.118 -1.426 -0.972 -0.002 -0.060 -0.012
O 1.254 -0.245 -1.446 -0.141 -0.154 0.029
H 1.829 -3.822 3.492 -0.019 -0.074 -0.054
H 0.157 -2.076 3.597 0.010 -0.008 -0.014
H -1.239 -0.496 2.246 -0.003 -0.006 -0.019
F -3.085 -1.765 -3.279 -0.016 -0.025 -0.006
C -2.956 -1.272 -2.094 0.169 -0.055 0.004
F -3.859 -1.678 -1.256 -0.049 -0.074 -0.053
F -1.693 -1.651 -1.586 -0.081 0.042 0.019
S -2.817 0.573 -2.077 0.270 0.278 0.398
O -2.444 0.743 -0.607 -0.420 0.018 -0.254
O -3.928 1.248 -2.589 0.035 -0.052 -0.066
O -1.446 0.753 -2.711 -0.240 -0.017 0.219
S 1.221 4.414 -1.305 0.019 0.136 -0.076
C 0.197 4.350 0.063 0.022 0.038 0.083
C -0.269 3.100 0.258 0.066 -0.033 -0.116
N 0.204 2.208 -0.694 -0.217 0.000 -0.032
C 0.995 2.789 -1.595 0.123 -0.086 0.170
H -0.005 5.229 0.656 0.007 -0.008 0.000
H -0.929 2.770 1.045 -0.040 -0.015 -0.033
H 1.465 2.251 -2.408 -0.024 -0.003 -0.006
```
Forces are in eV/Å.

Energy relative to the best compared isomer or geometry (same formula, charge and spin) (kcal per mole): 1.10
LUMO energy (spin up / spin down) (Ha): -0.3283 / -0.3719
Total charge: +2
2S+1: 4
HOMO level (spin up / spin down) (eV): -16.64 / -16.64

These are the Mulliken partial charges, in e, on atoms 1 to 5: number 1, Tc, carries 1.111; number 2, O, carries -0.428; number 3, C, carries 0.665; number 4, O, carries -0.405; number 5, C, carries 0.305


4.
Molecular formula: C9H74BBrFNO28Si2
Method: DFT, ωB97M-V/def2-TZVPD

Geometry as XYZ:
```
117
Properties=species:S:1:pos:R:3:forces:R:3
C 2.950 -0.001 -0.194 -0.890 -0.446 0.781
C 1.895 1.092 0.217 0.596 0.556 -0.415
C 0.807 1.409 -0.878 0.208 0.988 0.375
C 0.148 2.818 -0.463 0.205 -0.201 -0.142
Si -0.499 0.014 -1.069 0.632 1.438 1.412
C -2.048 0.279 0.045 0.356 -1.340 0.627
C -2.784 -1.077 0.279 0.043 0.745 -0.747
F -3.933 -0.885 1.118 0.589 -0.085 -0.183
O 0.230 -1.450 -0.519 -1.318 -0.448 -2.008
Si 0.112 -2.804 -1.554 1.274 0.937 0.308
Br -1.717 -2.859 -2.898 0.262 0.004 0.261
C 1.637 -2.789 -2.732 0.054 -0.756 -0.098
C 1.841 -4.198 -3.351 -0.586 0.710 -0.606
N 1.212 -4.641 -4.390 0.815 0.690 1.425
B 0.167 -4.394 -0.361 0.145 -1.732 0.989
C -1.093 -5.307 -0.005 0.105 0.381 0.402
O 1.439 -4.710 0.245 -1.687 0.843 -0.304
H 2.940 -0.171 -1.297 0.234 0.289 0.757
H 2.654 -0.953 0.310 0.359 0.657 -0.683
H 3.976 0.219 0.194 -0.870 -0.029 -0.557
H 2.468 2.048 0.375 -0.616 -0.693 -0.122
H 1.382 0.873 1.192 0.636 0.103 -0.938
H 1.340 1.617 -1.856 -0.553 -0.699 0.960
H 0.536 3.639 -1.123 -0.641 -1.034 0.636
H 0.472 3.074 0.576 -0.414 -0.272 -0.864
H -0.965 2.794 -0.448 0.762 0.145 -0.152
H -0.917 0.026 -2.472 -0.005 -0.449 -0.319
H -2.724 1.066 -0.364 0.509 -0.658 0.302
H -1.634 0.581 1.043 -0.446 0.125 -0.906
H -3.174 -1.493 -0.678 0.202 0.143 0.790
H -2.134 -1.826 0.790 -0.483 0.530 -0.349
H 1.475 -2.014 -3.525 0.335 -0.615 0.639
H 2.521 -2.565 -2.089 -0.646 0.151 -0.488
H 2.609 -4.853 -2.869 -0.724 0.459 -0.234
H 0.573 -3.900 -4.712 0.122 -0.430 -0.062
H -2.050 -4.975 -0.475 0.761 -0.463 0.202
H -1.235 -5.227 1.112 0.125 -0.152 -0.864
H -0.888 -6.393 -0.193 -0.225 0.838 0.048
H 1.458 -4.179 1.062 0.521 -0.234 -0.195
O -1.422 -6.621 3.162 -0.074 -0.206 0.223
H -0.589 -7.104 3.197 -0.022 0.019 -0.069
H -1.724 -6.604 4.078 0.077 0.193 -0.006
O 4.298 -2.002 1.537 0.276 -0.347 0.287
H 5.105 -2.529 1.540 -0.038 0.010 -0.027
H 3.999 -2.023 2.453 -0.100 0.112 -0.066
O 3.766 -6.112 -5.237 -0.093 -0.064 0.276
H 3.024 -5.722 -4.749 -0.099 0.016 -0.405
H 4.458 -5.446 -5.186 0.042 -0.095 -0.079
O 2.041 -8.736 -6.075 -0.203 -0.005 0.210
H 2.468 -7.998 -5.619 0.231 0.007 -0.145
H 1.109 -8.491 -6.094 0.025 -0.024 -0.132
O -1.010 -10.398 -6.456 0.292 0.044 0.187
H -0.383 -10.573 -5.742 0.062 -0.217 -0.137
H -0.533 -10.655 -7.253 -0.084 0.029 -0.024
O -4.298 2.519 1.029 -0.118 -0.074 0.185
H -4.117 1.726 1.552 -0.050 0.025 0.008
H -5.124 2.323 0.575 0.077 0.066 -0.087
O 2.185 4.823 -1.644 0.227 0.006 -0.354
H 2.593 5.394 -0.989 -0.072 0.055 0.003
H 1.561 5.406 -2.101 0.042 0.105 -0.031
O 1.006 -0.785 2.639 -0.184 -0.384 0.195
H 0.495 -0.999 3.429 0.005 0.079 -0.004
H 0.484 -1.152 1.914 0.129 0.099 -0.124
O -1.472 2.553 1.952 -0.084 -0.053 0.236
H -1.557 2.544 2.909 0.019 0.021 -0.033
H -2.350 2.815 1.645 0.116 0.069 -0.015
O -3.487 1.639 -3.223 0.038 -0.056 -0.081
H -3.403 0.757 -3.602 -0.008 0.005 0.062
H -2.885 2.177 -3.748 -0.009 0.024 0.076
O 0.716 7.098 -2.913 -0.031 0.508 0.179
H 1.125 7.697 -2.264 0.128 -0.372 -0.103
H 0.081 7.656 -3.373 -0.059 -0.216 -0.113
O -1.357 4.716 3.908 -0.115 0.403 0.501
H -0.480 5.129 3.916 0.239 -0.072 -0.228
H -1.949 5.414 4.218 -0.014 -0.018 -0.045
O 3.063 2.251 -3.584 -0.066 0.054 -0.105
H 3.932 2.664 -3.579 -0.036 -0.011 0.041
H 2.473 2.948 -3.267 0.134 0.030 0.135
O -3.467 2.861 4.126 -0.139 -0.164 0.052
H -4.189 3.245 4.640 0.124 -0.188 0.287
H -2.750 3.504 4.217 -0.055 -0.077 -0.037
O 1.274 6.188 3.788 -0.212 -0.125 0.158
H 1.960 6.359 3.138 -0.006 -0.064 0.018
H 1.762 6.067 4.612 0.089 0.162 -0.050
O 2.248 7.681 -0.632 0.067 -0.263 0.683
H 3.208 7.774 -0.664 -0.074 0.297 -0.346
H 2.022 7.856 0.288 -0.059 -0.111 -0.034
O 3.566 -11.393 -6.540 -0.030 -0.033 0.059
H 4.422 -10.956 -6.564 -0.032 -0.017 -0.023
H 2.954 -10.695 -6.276 0.028 0.171 -0.045
O -4.437 5.336 3.387 0.080 0.199 -0.080
H -4.366 4.446 3.011 0.056 0.030 -0.058
H -3.835 5.863 2.851 -0.144 -0.004 -0.110
O -1.790 -8.950 -3.980 0.214 -0.101 -0.034
H -1.020 -8.372 -3.955 -0.085 0.050 0.051
H -1.683 -9.455 -4.797 -0.297 0.217 -0.006
O -4.902 3.140 6.968 -0.038 -0.080 0.019
H -5.808 2.817 6.914 0.001 0.089 0.012
H -4.429 2.437 7.428 0.057 0.008 -0.106
O -3.756 -8.661 4.334 0.128 -0.016 0.006
H -3.643 -9.558 4.004 -0.049 0.020 0.034
H -3.168 -8.131 3.783 -0.051 0.004 -0.170
O 3.097 9.607 -2.340 -0.157 0.210 -0.358
H 3.021 9.721 -3.293 0.179 -0.038 0.012
H 2.263 9.961 -1.995 0.156 -0.005 0.249
O -3.478 -2.071 4.006 0.019 -0.023 -0.111
H -3.538 -1.887 3.059 -0.061 0.071 0.026
H -4.297 -1.714 4.363 0.043 0.003 0.009
O 3.986 6.712 4.922 0.128 -0.132 -0.036
H 4.517 5.923 4.768 -0.038 0.009 0.009
H 4.550 7.273 5.464 -0.104 0.041 0.005
O -1.145 3.472 7.060 -0.087 0.093 -0.056
H -1.198 3.651 6.112 0.031 -0.033 -0.014
H -1.967 3.830 7.411 0.028 -0.005 -0.010
O 1.020 10.719 -0.592 -0.013 -0.042 0.130
H 0.560 10.037 -0.091 -0.066 0.018 -0.098
H 1.552 11.179 0.067 0.016 0.066 -0.107
```
Forces are in eV/Å.

LUMO energy (Ha): -0.0189
HOMO level (eV): -9.14

These are the Mulliken partial charges, in e, on atoms 1 to 5: number 1, C, carries -0.596; number 2, C, carries -0.745; number 3, C, carries 1.272; number 4, C, carries -0.891; number 5, Si, carries -0.592


- What is the formula in the third record?
  C9H6F3N3O7S2Tc